82
Properties=species:S:1:pos:R:3:lowdin_spin:R:1 method="wB97M-V/def2-TZVPD" total_charge=+2 homo_energy_ev="-14.56 / -15.10" spin_multiplicity=5 gap_ev="8.06 / 6.18" de_lowest_ev=0.223
Ru -0.526 -0.018 -0.496 2.28
C -0.416 -3.910 -2.526 0.00
C 0.628 -2.897 -2.099 0.00
C 1.966 -3.546 -1.805 0.00
C 0.755 -1.775 -3.105 0.01
O 0.145 -2.234 -0.850 0.06
Si -0.133 -2.872 0.658 0.04
S -0.900 -0.958 1.471 0.39
O -1.225 -4.015 0.751 0.01
C -2.642 -4.336 0.801 0.00
C -2.740 -5.815 0.478 0.00
C -3.131 -4.038 2.206 0.00
C -3.368 -3.504 -0.237 0.00
O 1.241 -3.216 1.366 0.02
C 1.747 -4.136 2.398 0.00
C 3.255 -4.027 2.313 0.00
C 1.277 -5.546 2.092 0.00
C 1.218 -3.644 3.733 0.00
H -0.082 -4.419 -3.430 0.00
H -1.367 -3.417 -2.739 0.00
H -0.577 -4.665 -1.755 0.00
H 2.396 -3.917 -2.736 0.00
H 1.863 -4.389 -1.120 0.00
H 2.660 -2.830 -1.363 0.00
H 1.104 -2.173 -4.058 0.00
H 1.484 -1.032 -2.774 0.00
H -0.209 -1.291 -3.279 0.00
H -2.158 -6.401 1.189 0.00
H -2.366 -6.015 -0.527 0.00
H -3.779 -6.144 0.531 0.00
H -2.595 -4.646 2.936 0.00
H -4.195 -4.265 2.291 0.00
H -2.986 -2.984 2.457 0.00
H -2.950 -3.677 -1.228 0.00
H -3.299 -2.440 -0.005 0.00
H -4.424 -3.782 -0.257 0.00
H 3.619 -4.406 1.357 0.00
H 3.715 -4.612 3.110 0.00
H 3.570 -2.988 2.423 0.00
H 1.625 -5.867 1.108 0.00
H 0.191 -5.624 2.124 0.00
H 1.691 -6.228 2.835 0.00
H 1.561 -2.627 3.934 0.00
H 1.569 -4.290 4.537 0.00
H 0.124 -3.658 3.747 0.00
Cl 1.510 6.738 -2.135 0.13
C 1.047 5.122 -2.137 0.21
C 0.968 4.440 -0.890 0.04
C 0.601 3.141 -0.892 0.10
Cl 0.507 2.237 0.587 0.09
C 0.293 2.426 -2.114 0.15
O -0.028 1.210 -2.135 0.27
C 0.383 3.177 -3.356 0.12
Cl 0.009 2.361 -4.792 0.05
C 0.753 4.490 -3.355 -0.01
H 1.208 4.962 0.027 0.00
H 0.823 5.043 -4.282 0.00
C -5.328 -0.324 1.813 0.00
C -4.038 0.336 1.420 0.01
O -3.942 0.317 -0.046 0.00
P -2.715 0.592 -0.961 0.00
O -2.800 2.113 -1.375 0.00
C -3.019 3.156 -0.372 0.00
C -4.449 3.625 -0.416 0.00
O -2.939 -0.175 -2.302 0.01
C -4.157 -0.025 -3.127 0.00
C -5.056 -1.214 -2.940 0.00
H -5.409 -0.330 2.900 0.00
H -5.359 -1.353 1.457 0.00
H -6.183 0.217 1.408 0.00
H -3.169 -0.187 1.817 0.01
H -4.002 1.377 1.740 0.00
H -2.323 3.952 -0.628 0.00
H -2.745 2.779 0.616 0.00
H -4.686 4.049 -1.392 0.00
H -4.607 4.394 0.341 0.00
H -5.137 2.801 -0.219 0.00
H -3.788 0.059 -4.145 0.00
H -4.641 0.913 -2.855 0.00
H -4.531 -2.139 -3.177 0.00
H -5.906 -1.125 -3.618 0.00
H -5.436 -1.270 -1.919 0.00